Density functional theory data (the ωB97M-V functional and the def2-TZVPD basis) for a cluster of 2 separate species, C12H27N2 in total in a non-equilibrium geometry.

As for the total energy: -582.4153 Ha. The LUMO energy (spin up / spin down) is -3.68 / -3.58 eV. Its frontier orbital gap (spin up / spin down) is 0.3113 / 0.3035 Eh. For the HOMO energy (spin up / spin down), the calculation gives -12.16 / -11.84 eV. Its charge is +1. For the energy relative to the best compared isomer or geometry (same formula, charge and spin), the calculation gives 172.7 kcal/mol. The spin multiplicity is 1.

Geometry (Å):
C  -2.022  -0.160  1.096
C  -0.842  0.169  0.653
C  0.564  3.431  -0.624
C  0.372  1.032  3.127
C  0.958  -2.439  0.815
C  2.657  -0.581  -0.249
C  -1.565  -0.445  -2.429
C  -1.148  -2.917  -1.546
C  -0.489  2.357  -0.444
C  -0.167  1.898  2.033
C  1.453  -1.574  -0.401
C  -0.551  -1.569  -1.887
N  0.346  -0.917  -1.013
N  -0.095  1.362  0.635
H  -2.555  0.467  1.675
H  -2.448  -1.239  0.995
H  1.495  3.045  -0.680
H  0.445  3.940  -1.674
H  0.747  4.201  0.159
H  1.370  0.915  2.987
H  0.379  1.491  4.038
H  -0.113  0.158  3.199
H  1.756  -2.471  1.451
H  0.152  -1.895  1.334
H  0.584  -3.402  0.420
H  3.485  -1.027  0.225
H  2.550  0.209  0.423
H  2.739  -0.091  -1.228
H  -2.316  -0.301  -1.679
H  -1.081  0.476  -2.549
H  -1.749  -0.756  -3.408
H  -1.987  -2.948  -0.961
H  -0.549  -3.478  -0.987
H  -1.447  -3.463  -2.449
H  -0.664  1.889  -1.506
H  -1.564  2.771  -0.194
H  0.134  2.916  2.118
H  -1.229  2.161  2.116
H  1.647  -2.308  -1.226
H  -0.078  -1.825  -2.853
H  0.823  0.919  0.487

Atomic forces in eV per Å
C 0.988 -3.818 -1.437
C -0.268 -3.122 -3.210
C -2.005 2.713 -1.213
C -0.442 1.958 -2.138
C -1.268 1.037 -2.155
C -2.009 -1.129 -1.286
C 1.484 -2.281 1.901
C -1.412 1.387 -2.869
C -2.106 0.806 -1.652
C -2.037 1.743 0.411
C -0.878 -1.169 -0.242
C -1.487 1.257 -1.556
N -0.494 2.795 1.339
N 0.547 -0.052 0.627
H -2.071 2.181 1.980
H 0.949 2.136 -0.062
H 3.130 -1.964 -0.459
H -0.122 -0.725 2.168
H -1.070 -0.330 -0.413
H 3.197 -0.924 -0.770
H -0.686 1.634 2.403
H -1.586 -3.272 0.273
H 2.046 -0.991 1.934
H 0.232 -0.319 -0.281
H 0.527 0.468 0.872
H 1.484 -1.010 -0.460
H -1.124 1.586 1.454
H 0.827 -0.496 0.238
H -1.113 -0.150 -0.284
H 1.141 1.092 -0.052
H -1.688 -0.461 -1.364
H -2.592 0.777 1.500
H 3.074 -2.471 1.607
H 0.336 0.138 0.095
H 0.670 0.154 2.614
H 2.212 -0.835 -0.006
H 1.522 0.662 -0.524
H -0.238 -0.840 0.367
H 0.842 0.300 0.684
H 1.128 0.469 0.526
H 0.358 1.068 -0.559